{"formula": "C22H54BN3O8P3", "method": "ωB97M-V/def2-TZVPD", "elements": ["C", "C", "C", "C", "C", "B", "C", "C", "C", "N", "N", "C", "C", "P", "N", "H", "H", "H", "H", "H", "H", "H", "H", "H", "H", "H", "H", "H", "H", "H", "H", "H", "H", "H", "H", "H", "H", "H", "H", "O", "P", "O", "C", "C", "O", "C", "C", "O", "C", "C", "H", "H", "H", "H", "H", "H", "H", "H", "H", "H", "H", "H", "H", "H", "H", "O", "P", "O", "C", "C", "O", "C", "C", "O", "C", "C", "H", "H", "H", "H", "H", "H", "H", "H", "H", "H", "H", "H", "H", "H", "H"], "positions_angstrom": [[5.9271, 7.2323, 3.1570], [6.5284, 6.7789, 2.0635], [7.0753, 5.8097, 0.8880], [5.8720, 5.2146, -0.0681], [4.4934, 5.2036, 0.7676], [3.2758, 4.3066, 0.0478], [3.7315, 2.7322, -0.0978], [4.2745, 2.0668, 1.3032], [5.8639, 1.6860, 1.1771], [6.1332, 0.7091, 0.0666], [2.0375, 4.5475, 0.9044], [0.9624, 3.5318, 0.6921], [0.9369, 2.3967, 1.8890], [3.1071, 5.0655, -1.7507], [2.7339, 6.6542, -1.6765], [5.2991, 7.4964, 4.0957], [7.8851, 6.3645, 0.2898], [7.5786, 4.8696, 1.3599], [6.2457, 4.1638, -0.3911], [5.8482, 5.8541, -1.0288], [4.5763, 4.8100, 1.8458], [4.1076, 6.2864, 0.8136], [2.9435, 2.0535, -0.6305], [4.6585, 2.7193, -0.8111], [3.7220, 1.0602, 1.4756], [4.0436, 2.7214, 2.2257], [6.1322, 1.1552, 2.1780], [6.5413, 2.6250, 1.1322], [6.6037, 1.1488, -0.7383], [5.2754, 0.2056, -0.2070], [2.2737, 4.6825, 1.9002], [-0.0632, 4.0843, 0.7985], [0.9538, 3.0363, -0.3439], [0.0052, 2.4775, 2.5609], [1.8434, 2.6696, 2.5729], [1.1037, 1.3209, 1.4648], [2.1095, 4.3564, -2.5311], [4.3695, 4.9570, -2.4397], [2.6272, 6.9477, -0.6879], [-2.0755, 1.1164, -0.8787], [-3.3495, 1.4554, -1.6716], [-3.9378, -0.1047, -1.5919], [-3.9694, -0.8086, -0.3549], [-5.1862, -0.4515, 0.4777], [-2.6521, 1.3276, -3.1709], [-1.2495, 1.4996, -3.3345], [-0.5253, 0.1667, -3.2444], [-4.7606, 1.8806, -2.5491], [-6.0622, 1.3792, -2.3286], [-6.7953, 2.1866, -1.2801], [-3.0592, -0.6522, 0.2275], [-4.0050, -1.8751, -0.5999], [-5.1733, 0.6067, 0.7475], [-5.2115, -1.0394, 1.3992], [-6.1119, -0.6446, -0.0700], [-0.8600, 2.2212, -2.6118], [-1.0841, 1.9293, -4.3272], [-0.8171, -0.4035, -2.3575], [0.5569, 0.3169, -3.2205], [-0.7709, -0.4589, -4.1071], [-6.0736, 0.3141, -2.1059], [-6.5983, 1.4785, -3.2794], [-6.1996, 2.3010, -0.3709], [-7.7505, 1.7231, -1.0297], [-6.9918, 3.1992, -1.6500], [-0.5799, -6.3878, -0.3347], [-1.5449, -6.0460, 0.8105], [-2.7727, -7.0188, 0.2338], [-2.5112, -8.3575, -0.1736], [-2.4831, -9.3198, 0.9989], [-2.0880, -4.6146, 0.1730], [-1.3028, -3.8959, -0.7705], [-1.6684, -4.2890, -2.1919], [-2.5475, -5.6455, 2.1430], [-3.4382, -6.5167, 2.8083], [-2.7405, -7.2863, 3.9081], [-1.5838, -8.4365, -0.7441], [-3.3214, -8.6443, -0.8516], [-1.6760, -9.0650, 1.6893], [-2.3278, -10.3459, 0.6547], [-3.4214, -9.2910, 1.5580], [-0.2366, -4.0341, -0.5737], [-1.5121, -2.8309, -0.6303], [-1.6750, -5.3740, -2.3324], [-0.9668, -3.8504, -2.9058], [-2.6760, -3.9412, -2.4358], [-3.9756, -7.1738, 2.1273], [-4.2089, -5.8843, 3.2634], [-1.8291, -7.7688, 3.5461], [-3.4027, -8.0404, 4.3356], [-2.4323, -6.6062, 4.7101]], "lowdin_charge": [0.0260, -0.1222, -0.2030, -0.2218, -0.1944, -0.9792, -0.1899, -0.2019, -0.2850, -0.0514, -0.0404, -0.2774, -0.1140, 0.7113, -0.3981, 0.0396, 0.0903, 0.0996, 0.0882, 0.0947, 0.0955, 0.0935, 0.0873, 0.0735, 0.0938, 0.0893, 0.0949, 0.0947, 0.0534, 0.0606, 0.0838, 0.0962, 0.0913, 0.0554, 0.0582, 0.0694, -0.0420, -0.0317, -0.0831, -0.2472, 0.7508, -0.2553, -0.2981, -0.0782, -0.2269, -0.2914, -0.0730, -0.2128, -0.3017, -0.0840, 0.1039, 0.1147, 0.0656, 0.0796, 0.0715, 0.1026, 0.1163, 0.0623, 0.0798, 0.0724, 0.0982, 0.1284, 0.0627, 0.0785, 0.0785, -0.2522, 0.7404, -0.2519, -0.2966, -0.0820, -0.2268, -0.2943, -0.0686, -0.2104, -0.2996, -0.0827, 0.1032, 0.1194, 0.0645, 0.0791, 0.0720, 0.1075, 0.1057, 0.0689, 0.0786, 0.0738, 0.0985, 0.1300, 0.0618, 0.0798, 0.0798], "orbital_gap_ev": 3.46, "total_charge": -1}